Entry i
2 unconnected molecules or ions with the total composition C3H4S2, computed with the ωB97M-V functional and the def2-TZVPD basis.

## Properties
* HOMO-LUMO gap: 0.267 hartree
* HOMO energy: -0.288 Ha
* lowest unoccupied orbital energy: -0.570 eV

Geometry (Å):
S1 2.8071 0.7589 0.4302
S2 1.4791 -0.7987 0.3556
C1 -2.4663 0.2690 0.8647
C2 -1.8011 0.1598 -0.1506
C3 1.8162 0.1994 -1.0493
H1 -3.0940 0.3965 1.7948
H2 0.0368 -0.5602 0.4414
H3 -1.3208 -0.1335 -1.0126
H4 2.5430 -0.2912 -1.6741

These are the Löwdin partial charges, in e, on atoms 1 to 5: S 0.42; S 0.51; C 0.02; C -0.04; C -0.83



Entry ii
A molecular structure, C3H4S2, computed with the ωB97M-V functional and the def2-TZVPD basis.

## Properties
* HOMO-LUMO gap: 0.291 hartree
* HOMO energy: -0.323 Ha
* lowest unoccupied orbital energy: -0.881 eV

Geometry (Å):
S1 0.3827 2.0252 0.0028
S2 2.7615 0.0768 -0.1424
C1 1.1115 0.4069 -0.1088
C2 0.1644 -0.7680 0.2751
C3 -1.0687 -0.7557 -0.3643
H1 -1.9793 -1.3599 -0.0136
H2 -0.8705 1.7207 0.4909
H3 -0.8771 0.0997 -1.6713
H4 0.3753 -1.4457 1.5317

These are the Löwdin partial charges, in e, on atoms 1 to 5: S 0.71; S 0.58; C -1.23; C -0.36; C -0.09



Entry iii
A molecular structure, C3H4S2, computed with the ωB97M-V functional and the def2-TZVPD basis.

## Properties
* HOMO-LUMO gap: 0.306 hartree
* HOMO energy: -0.328 Ha
* lowest unoccupied orbital energy: -0.611 eV

Geometry (Å):
S1 -1.7884 0.8182 -0.7567
S2 1.6063 -0.7367 0.5497
C1 1.0030 0.4719 -0.7026
C2 -0.3006 -0.7242 1.1624
C3 -0.4571 0.1002 -0.1395
H1 -0.8827 -1.6046 1.5131
H2 -0.2713 -0.0343 1.9857
H3 1.5563 1.3205 -0.3486
H4 1.0390 -0.0724 -1.7600

These are the Löwdin partial charges, in e, on atoms 1 to 5: S 0.71; S 0.72; C -0.47; C -0.33; C -0.93



Entry iv
C3H4S2 in the gas phase, computed with the ωB97M-V functional and the def2-TZVPD basis.

## Properties
* HOMO-LUMO gap: 0.268 hartree
* HOMO energy: -0.318 Ha
* lowest unoccupied orbital energy: -1.375 eV

Geometry (Å):
S1 -0.9440 -1.2805 -0.1782
S2 -3.3358 0.8140 0.0280
C1 0.7274 -1.4581 -0.0110
C2 -1.7483 0.4571 0.1100
C3 1.4319 -0.1867 -0.0315
H1 1.2346 0.2256 -0.9210
H2 2.5085 -0.3445 -0.0745
H3 1.1566 0.5991 0.7879
H4 -1.0309 1.1740 0.2902

These are the Löwdin partial charges, in e, on atoms 1 to 5: S 0.80; S 0.64; C -0.42; C -0.90; C -0.27



The most stable arrangement is entry iii, and the next structure is 35.4 kcal/mol less stable.



Entry i
2 unconnected molecules or ions with the total composition C3H4S2, computed with the ωB97M-V functional and the def2-TZVPD basis.

## Properties
* HOMO-LUMO gap: 0.279 hartree
* HOMO energy: -0.335 Ha
* lowest unoccupied orbital energy: -1.505 eV

Geometry (Å):
S1 3.0741 0.3927 -0.0426
S2 -0.0217 1.4227 0.0359
C1 -2.2888 0.2567 -0.4413
C2 -3.2516 -0.2291 0.1180
C3 -1.2074 0.8553 -1.0242
H1 -4.1723 -0.7510 0.4381
H2 2.6943 -0.0797 1.0864
H3 1.9308 0.5731 -0.6075
H4 -1.1686 1.1137 -2.0864

These are the Löwdin partial charges, in e, on atoms 1 to 5: S 0.51; S 0.70; C -0.29; C 0.15; C -0.58



Entry ii
C3H4S2 in the gas phase, computed with the ωB97M-V functional and the def2-TZVPD basis.

## Properties
* HOMO-LUMO gap: 0.290 hartree
* HOMO energy: -0.324 Ha
* lowest unoccupied orbital energy: -0.952 eV

Geometry (Å):
S1 2.4362 -0.4383 -0.5150
S2 -2.2054 -0.7223 -0.3285
C1 1.1220 -0.6741 0.2416
C2 -1.0454 0.4210 -0.7207
C3 -0.0771 0.3404 0.3989
H1 1.0941 -1.6270 0.8099
H2 -0.9801 0.4493 1.1785
H3 -0.9503 0.8335 -1.6693
H4 0.6059 1.4177 0.6047

These are the Löwdin partial charges, in e, on atoms 1 to 5: S 0.75; S 0.67; C -0.75; C -0.56; C -0.44



The most stable arrangement is entry i, and the next structure is 6.3 kcal/mol less stable.